Run P
The following is a DFT calculation (wB97M-V/def2-TZVPD) of one molecule with the formula C9H10N2O2.

```
23
Properties=species:S:1:pos:R:3
O 0.552 -2.144 -0.782
C 0.905 -0.813 -0.667
C 2.382 -0.685 -0.563
C 3.034 0.354 -0.013
C 2.172 1.466 0.483
C 0.884 1.269 0.798
C 0.180 -0.085 0.580
O 0.280 -0.939 1.789
C -1.292 -0.041 0.186
C -1.830 0.533 -1.000
C -3.138 0.380 -0.891
N -3.428 -0.134 0.363
N -2.285 -0.336 1.025
H 0.888 -2.566 -0.010
H 0.695 -0.463 -1.721
H 2.832 -1.468 -1.146
H 4.069 0.535 -0.074
H 2.825 2.422 0.595
H 0.314 2.115 1.183
H -0.682 -0.986 2.043
H -1.210 1.074 -1.737
H -3.978 0.826 -1.434
H -4.169 -0.315 0.994
```

Properties
- orbital gap (eV) = 9.3
- lowest unoccupied orbital energy (eV) = 0.641
- SMILES = O[C@@H]1C=CC=C[C@@]1(O)c1cc[nH]n1
- 2S+1 = 1


Run Q
The following is a DFT calculation (wB97M-V/def2-TZVPD) of one molecule with the formula C9H10N2O2.

```
23
Properties=species:S:1:pos:R:3
C 0.816 -2.202 -0.147
N 1.433 -0.880 -0.142
C 2.772 -0.639 -0.400
N 3.098 0.613 -0.434
C 1.877 1.294 -0.136
C 0.910 0.358 0.120
C -0.880 0.726 0.276
C -1.043 2.086 1.006
C -1.514 0.530 -1.065
C -2.355 -0.439 -1.009
O -2.387 -1.076 0.193
C -1.548 -0.438 1.040
O -1.430 -0.743 2.172
H 0.649 -2.555 -1.182
H 1.469 -3.001 0.318
H -0.077 -2.117 0.425
H 3.481 -1.433 -0.562
H 2.036 2.367 -0.349
H -1.317 2.793 0.261
H -0.051 2.283 1.411
H -1.798 2.043 1.842
H -1.273 1.310 -1.798
H -2.867 -0.882 -1.839
```

Properties
- orbital gap (eV) = 9.5
- lowest unoccupied orbital energy (eV) = 0.673
- SMILES = Cn1cncc1[C@@]1(C)C=COC1=O
- 2S+1 = 1


Most stable structure - run Q; separation to the second - 0.0209 hartree.


Run P
The following is a DFT calculation (wB97M-V/def2-TZVPD) of a 24-piece molecular cluster, C9H64NO24 overall.

```
98
Properties=species:S:1:pos:R:3
C -0.420 -5.454 16.764
C 0.946 -5.317 16.069
C 0.590 -5.003 14.569
C 1.744 -4.613 13.700
C 2.508 -3.438 14.340
C 2.869 -3.656 15.821
N 1.740 -4.168 16.594
O 1.793 -3.987 18.021
C 3.145 -2.208 16.279
C 4.181 -4.515 15.859
C 1.723 -6.640 16.173
H -0.433 -5.992 17.711
H -1.083 -5.991 16.085
H -0.789 -4.439 16.889
H -0.160 -4.207 14.572
H 0.070 -5.895 14.203
H 1.227 -4.258 12.805
H 2.396 -5.462 13.479
H 1.966 -2.533 14.064
H 3.416 -3.379 13.729
H 3.845 -1.691 15.619
H 3.553 -2.152 17.289
H 2.262 -1.574 16.302
H 4.132 -5.306 15.109
H 4.256 -5.157 16.745
H 5.080 -3.901 15.926
H 2.767 -6.646 15.875
H 1.167 -7.391 15.607
H 1.701 -6.942 17.224
O 7.344 -4.418 18.378
H 6.651 -4.194 19.026
H 6.974 -4.155 17.532
O 1.136 -5.809 20.273
H 0.192 -5.665 20.394
H 1.338 -5.337 19.444
O 4.849 -3.892 19.470
H 4.453 -3.711 18.609
H 4.632 -3.115 20.008
O 2.491 -9.106 14.100
H 3.313 -9.124 14.598
H 2.725 -9.427 13.222
O 5.447 0.726 14.869
H 5.601 1.379 14.182
H 6.047 -0.003 14.658
O -0.202 -1.848 16.831
H 0.273 -1.310 16.194
H 0.286 -2.689 16.854
O -3.061 -4.991 14.832
H -3.122 -5.711 15.464
H -2.568 -4.303 15.299
O 5.441 -8.248 17.399
H 5.232 -8.365 16.470
H 4.996 -7.422 17.650
O 2.523 -3.024 10.514
H 3.024 -3.840 10.663
H 3.185 -2.329 10.501
O 5.917 -1.892 13.902
H 6.004 -2.597 13.243
H 5.790 -2.363 14.732
O 3.044 1.142 16.216
H 2.791 1.716 15.490
H 3.952 0.876 16.011
O 6.382 -4.432 12.965
H 6.735 -5.111 12.385
H 5.423 -4.515 12.870
O -3.017 -4.374 12.185
H -2.851 -4.616 13.118
H -3.771 -4.911 11.930
O 4.734 -1.259 20.660
H 3.935 -0.738 20.538
H 5.194 -1.245 19.800
O -2.849 -6.983 19.142
H -2.652 -7.783 19.636
H -2.012 -6.741 18.732
O -0.926 -3.518 19.220
H -0.154 -3.728 18.671
H -0.786 -2.599 19.478
O -0.811 -6.073 11.339
H -0.996 -5.727 10.462
H -1.294 -5.483 11.937
O 3.906 -5.423 11.261
H 4.194 -6.247 10.857
H 3.126 -5.666 11.779
O 1.056 -1.402 19.500
H 1.331 -2.024 18.802
H 1.451 -0.563 19.250
O -3.058 -3.245 17.261
H -2.181 -2.922 17.514
H -3.425 -3.593 18.078
O 1.129 -7.829 11.951
H 1.388 -7.676 12.866
H 0.432 -7.165 11.767
O 6.405 -1.037 18.483
H 7.292 -1.200 18.147
H 6.180 -0.153 18.171
O 3.699 -6.328 18.886
H 4.136 -5.730 19.515
H 3.107 -5.755 18.379
```

Properties
- orbital gap (eV) = 5.7
- lowest unoccupied orbital energy (eV) = 1.594
- charge = -1
- 2S+1 = 1


Run Q
The following is a DFT calculation (wB97M-V/def2-TZVPD) of a 24-piece molecular cluster, C9H64NO24 overall.

```
98
Properties=species:S:1:pos:R:3
C -1.023 -0.393 -1.085
C -0.120 -0.275 0.175
C 1.347 -0.172 -0.325
C 1.822 1.122 -0.851
C 1.529 2.235 0.078
C -0.033 2.262 0.605
N -0.441 0.869 1.057
O -1.788 0.809 1.567
C -0.904 2.927 -0.563
C 0.023 3.126 1.906
C -0.193 -1.649 1.020
H -0.704 -1.165 -1.786
H -1.045 0.532 -1.661
H -2.017 -0.655 -0.723
H 1.423 -0.806 -1.209
H 2.054 -0.511 0.432
H 1.454 1.286 -1.863
H 2.878 1.010 -1.099
H 1.825 3.165 -0.408
H 2.168 2.136 0.956
H -0.988 3.991 -0.342
H -1.978 2.793 -0.687
H -0.434 2.743 -1.530
H 0.560 2.664 2.734
H -0.969 3.148 2.356
H 0.351 4.163 1.828
H 0.277 -1.362 1.960
H 0.204 -2.559 0.571
H -1.245 -1.815 1.254
O 4.304 3.995 -2.311
H 3.489 4.485 -2.423
H 4.939 4.457 -2.859
O -2.553 -1.324 3.522
H -2.531 -0.563 4.102
H -2.500 -0.955 2.640
O -0.088 0.660 4.352
H 0.508 1.355 4.632
H -0.060 0.690 3.396
O -4.244 0.811 -0.876
H -3.525 1.101 -0.315
H -5.008 0.797 -0.300
O -0.151 2.035 -4.897
H 0.663 2.122 -4.401
H 0.051 1.393 -5.578
O 2.171 -2.756 -3.202
H 2.327 -3.700 -3.211
H 2.526 -2.461 -2.363
O -4.867 4.832 -1.055
H -4.479 4.364 -0.316
H -5.595 4.276 -1.334
O 5.616 1.549 -1.920
H 4.984 2.243 -1.731
H 6.465 1.929 -1.692
O -3.473 3.524 1.348
H -2.916 2.756 1.221
H -2.869 4.217 1.614
O -1.928 -3.704 -0.828
H -1.608 -4.154 -1.610
H -1.326 -2.970 -0.710
O 1.568 -0.538 -4.727
H 1.616 -1.112 -3.963
H 1.653 -1.128 -5.476
O -2.246 0.446 -4.128
H -1.495 1.013 -4.302
H -2.278 0.377 -3.174
O 0.994 -5.698 -0.910
H 1.389 -4.827 -0.861
H 1.707 -6.269 -1.196
O -1.401 -4.566 1.794
H -1.020 -5.427 1.623
H -1.648 -4.237 0.930
O 0.025 3.711 5.361
H 0.237 3.945 6.264
H -0.813 3.253 5.422
O -4.739 -1.735 -1.572
H -4.386 -0.884 -1.310
H -5.687 -1.639 -1.480
O 3.037 -3.568 -0.625
H 2.820 -3.346 0.281
H 3.994 -3.578 -0.648
O 3.031 0.354 3.001
H 3.281 1.085 3.567
H 2.687 0.770 2.210
O 2.318 -3.255 2.225
H 2.031 -2.369 2.447
H 2.219 -3.750 3.038
O -0.821 -3.412 4.156
H -1.049 -3.893 3.361
H -1.270 -2.572 4.066
O -1.054 -3.668 -3.588
H -1.890 -3.791 -4.038
H -0.865 -2.734 -3.683
O -3.228 1.667 4.043
H -2.515 1.707 3.406
H -3.951 1.255 3.569
O 5.083 -1.058 -0.998
H 5.106 -0.148 -1.296
H 5.204 -1.003 -0.050
```

Properties
- orbital gap (eV) = 5.6
- lowest unoccupied orbital energy (eV) = 1.537
- charge = -1
- 2S+1 = 1


Most stable structure - run P; separation to the second - 0.0268 hartree.


Run P
The following is a DFT calculation (wB97M-V/def2-TZVPD) of C3H7FO as an isolated structure.

```
12
Properties=species:S:1:pos:R:3
C -0.600 0.144 -1.317
C -0.329 -0.178 1.259
C 0.283 -0.214 -0.107
O 1.787 0.954 -0.115
F 0.852 -1.372 -0.342
H 0.125 -0.006 -2.127
H -0.952 1.131 -1.379
H -1.537 -0.623 -1.317
H -0.513 0.774 1.648
H 0.308 -0.814 1.879
H -1.494 -0.508 1.150
H 2.070 0.713 0.768
```

Properties
- orbital gap (eV) = 11.0
- lowest unoccupied orbital energy (eV) = 0.698
- 2S+1 = 1


Run Q
The following is a DFT calculation (wB97M-V/def2-TZVPD) of one molecule with the formula C3H7FO.

```
12
Properties=species:S:1:pos:R:3
C 0.823 1.090 -0.013
C 0.552 -0.546 -0.410
F 1.580 -1.382 -0.106
C -0.794 -0.850 0.336
O -1.878 -0.519 -0.366
H 1.332 1.525 -0.804
H 1.386 0.992 0.884
H -0.051 1.646 0.185
H 0.437 -0.762 -1.426
H -0.782 -0.013 1.168
H -0.712 -1.627 1.047
H -1.894 0.446 -0.496
```

Properties
- orbital gap (eV) = 11.0
- lowest unoccupied orbital energy (eV) = 0.811
- SMILES = C[C@@H](F)CO
- 2S+1 = 1


Most stable structure - run Q; separation to the second - 0.0023 hartree.


Run P
The following is a DFT calculation (wB97M-V/def2-TZVPD) of one molecule with the formula C20H26N2O3S.

```
52
Properties=species:S:1:pos:R:3
C -0.827 3.320 5.256
O -0.712 2.632 4.019
C -1.246 3.243 2.955
O -1.797 4.311 3.014
C -1.077 2.448 1.681
C -0.319 1.128 1.851
C -0.139 0.438 0.543
S -1.504 -0.373 -0.195
C -0.428 -0.899 -1.492
N -0.840 -1.598 -2.571
C -2.069 -2.360 -2.705
C -2.242 -3.406 -1.598
C -3.501 -4.230 -1.849
C -4.726 -3.324 -1.923
C -4.551 -2.279 -3.020
C -3.297 -1.448 -2.767
N 0.788 -0.501 -1.351
C 0.971 0.264 -0.230
C 2.318 0.765 0.037
C 2.561 2.019 0.597
C 3.850 2.444 0.832
C 4.939 1.634 0.507
O 6.169 2.150 0.789
C 7.306 1.389 0.467
C 4.706 0.393 -0.075
C 3.409 -0.026 -0.307
H -1.878 3.432 5.531
H -0.302 2.714 5.990
H -0.377 4.312 5.183
H -0.570 3.094 0.959
H -2.076 2.257 1.280
H 0.659 1.308 2.299
H -0.885 0.482 2.527
H -0.069 -1.864 -3.164
H -1.987 -2.882 -3.665
H -1.364 -4.054 -1.566
H -2.326 -2.901 -0.634
H -3.397 -4.777 -2.789
H -3.626 -4.962 -1.049
H -4.861 -2.820 -0.964
H -5.619 -3.922 -2.118
H -4.468 -2.778 -3.989
H -5.423 -1.624 -3.055
H -3.404 -0.913 -1.823
H -3.159 -0.711 -3.560
H 1.741 2.682 0.824
H 4.045 3.414 1.262
H 7.321 0.438 1.009
H 8.161 1.990 0.773
H 7.369 1.194 -0.609
H 5.523 -0.255 -0.352
H 3.229 -0.988 -0.763
```

Properties
- orbital gap (eV) = 8.1
- lowest unoccupied orbital energy (eV) = 0.660
- SMILES = COC(=O)CCc1sc(NC2CCCCC2)nc1-c1ccc(OC)cc1
- 2S+1 = 1


Run Q
The following is a DFT calculation (wB97M-V/def2-TZVPD) of a 3-piece molecular cluster, C20H26N2O3S overall.

```
52
Properties=species:S:1:pos:R:3
O 0.694 0.270 -0.023
C -0.588 0.625 0.191
C -1.446 1.629 -0.835
C -3.006 1.031 -0.805
C -3.279 -0.230 -1.869
C -4.768 -0.941 -1.938
C -5.924 -0.354 -0.908
N -7.378 -0.804 -0.712
S -8.150 0.197 0.509
N -6.897 1.342 1.031
C -5.721 0.902 0.155
C -4.202 1.596 0.163
C -1.472 0.071 1.497
C -2.128 -1.432 1.598
C -3.017 -1.793 2.946
C -3.296 -0.747 4.194
C -2.573 0.742 4.066
C -1.671 1.147 2.724
H -1.009 1.639 -1.927
H -1.532 2.713 -0.355
H -2.387 -0.604 -2.560
H -4.991 -1.817 -2.694
H -3.976 2.492 0.918
H -1.963 -2.194 0.724
H -3.475 -2.873 3.000
H -3.969 -1.043 5.123
H -2.762 1.501 4.945
H -1.191 2.222 2.699
C 4.611 2.118 1.387
C 4.883 0.664 1.739
C 5.449 -0.098 0.552
O 3.670 0.046 2.162
H 3.875 2.194 0.579
H 4.193 2.651 2.247
H 5.529 2.626 1.073
H 5.585 0.614 2.578
H 4.743 -0.100 -0.286
H 5.628 -1.145 0.817
H 6.392 0.344 0.213
H 3.040 0.086 1.423
C 2.934 -2.523 -2.636
C 2.858 -1.341 -3.589
C 3.388 -0.071 -2.942
O 1.503 -1.139 -3.983
H 2.328 -2.344 -1.741
H 2.538 -3.426 -3.110
H 3.966 -2.714 -2.326
H 3.433 -1.561 -4.495
H 2.798 0.194 -2.058
H 3.316 0.773 -3.635
H 4.434 -0.189 -2.641
H 0.984 -0.943 -3.185
```

Properties
- orbital gap (eV) = 6.8
- lowest unoccupied orbital energy (eV) = -1.729
- SMILES = O=C(Cc1ccc2nsnc2c1)c1ccccc1.CC(C)O.CC(C)O
- 2S+1 = 1


Most stable structure - run P; separation to the second - 0.7463 hartree.